Formula: C29H41CaCl2N3O9P2
Source: the OMol25 dataset
Level of theory: ωB97M-V/def2-TZVPD

The spin multiplicity is 1. The lowest unoccupied orbital energy comes out at 0.1 eV. As for the gap between HOMO and LUMO: 7.706 eV. The value obtained for the strongest force on any atom is 3.4 eV Å⁻¹. For the energy above the lowest of the compared OMol25 structures with the same formula, charge and spin, the calculation gives 174.7 kJ/mol. The value obtained for the HOMO energy is -7.62 eV.

Element x y z (Å)
1 Ca -0.28 -0.47 -0.50
2 C -3.20 1.17 1.53
3 C -1.75 1.57 1.54
4 C -1.31 2.67 0.81
5 C 0.00 3.12 0.90
6 C 0.46 4.36 0.19
7 C 0.89 2.42 1.71
8 C 0.49 1.32 2.45
9 C 1.43 0.63 3.40
10 C -0.84 0.89 2.35
11 H -3.36 0.32 0.85
12 H -3.83 1.99 1.18
13 H -3.53 0.87 2.52
14 H -2.02 3.22 0.20
15 H 1.28 4.13 -0.49
16 H 0.80 5.11 0.91
17 H -0.35 4.80 -0.40
18 H 1.92 2.78 1.80
19 H 0.98 0.53 4.39
20 H 2.37 1.18 3.49
21 H 1.67 -0.38 3.04
22 H -1.18 0.07 2.96
23 C 0.93 -4.67 -0.06
24 C 1.84 -3.54 -0.52
25 O 3.19 -3.96 -0.70
26 P 1.89 -2.22 0.73
27 O 2.58 -2.85 2.02
28 O 2.97 -1.16 0.29
29 O 0.60 -1.57 1.03
30 P 1.26 -2.83 -2.14
31 O 2.52 -1.83 -2.48
32 O 1.23 -3.91 -3.14
33 O 0.08 -1.93 -1.89
34 H 1.43 -5.27 0.70
35 H 0.69 -5.31 -0.91
36 H 0.01 -4.27 0.34
37 H 3.18 -4.62 -1.41
38 H 2.16 -3.66 2.35
39 H 3.79 -1.57 -0.03
40 H 3.01 -2.24 -3.20
41 Cl -2.79 -4.98 -5.16
42 C -3.00 -5.57 -3.56
43 C -3.11 -6.94 -3.35
44 C -3.30 -7.41 -2.06
45 C -3.35 -6.53 -1.00
46 C -3.21 -5.17 -1.22
47 Cl -3.21 -4.10 0.14
48 C -3.05 -4.65 -2.51
49 N -2.98 -3.27 -2.81
50 C -4.16 -2.55 -2.99
51 C -5.37 -3.25 -3.06
52 C -6.57 -2.59 -3.27
53 C -6.59 -1.21 -3.42
54 C -5.39 -0.52 -3.38
55 C -4.17 -1.15 -3.18
56 C -2.93 -0.28 -3.23
57 C -2.14 0.00 -1.94
58 O -1.25 0.88 -1.97
59 O -2.36 -0.67 -0.90
60 H -3.05 -7.61 -4.19
61 H -3.41 -8.47 -1.89
62 H -3.52 -6.89 0.01
63 H -2.24 -2.78 -2.33
64 H -5.38 -4.32 -2.93
65 H -7.49 -3.15 -3.30
66 H -7.52 -0.69 -3.57
67 H -5.40 0.56 -3.51
68 H -3.20 0.70 -3.62
69 H -2.19 -0.72 -3.91
70 C 3.26 1.74 -3.52
71 C 1.79 2.14 -3.44
72 C 1.62 3.59 -3.90
73 C 0.95 1.22 -4.35
74 N 1.33 2.12 -2.04
75 N 1.52 0.88 -1.37
76 H 3.62 1.90 -4.54
77 H 3.40 0.69 -3.27
78 H 3.86 2.36 -2.85
79 H 1.90 3.70 -4.95
80 H 2.25 4.25 -3.30
81 H 0.58 3.90 -3.79
82 H 1.26 1.33 -5.39
83 H -0.10 1.47 -4.26
84 H 1.07 0.17 -4.08
85 H 0.33 2.30 -2.04
86 H 2.43 0.90 -0.93
87 H 1.53 0.11 -2.05